Entry 1:
Density functional theory data (ωB97M-V/def2-TZVPD) for 3 unconnected molecules or ions with the total composition C16H38N2O12P4S at a distorted geometry.

As for the electronic energy: -3408.4572 Eh. Its SMILES is O=P(O)(O)CPCCCCCCCSc1nnco1.COP(=O)(OC)OC.COP(=O)(OC)OC. The net charge is 0. Its LUMO energy is -1.250 eV. The HOMO energy is -0.300 Eh. The spin multiplicity is 1.

Bonds (Å) are listed after each position.
Element x y z (Å)
1 O 1.4284 -2.1496 -3.4111  P2 1.467
2 P 2.8742 -1.9977 -3.2142  O1 1.467, O3 1.622, O4 1.613, C5 1.808
3 O 3.5605 -3.4348 -2.9073  P2 1.622, H20 0.967
4 O 3.5937 -1.4633 -4.5558  P2 1.613, H21 0.967
5 C 3.2133 -0.9917 -1.7513  P2 1.808, P6 1.868, H22 1.090, H23 1.093
6 P 3.9986 0.6646 -2.1111  C5 1.868, C7 1.853, H24 1.422
7 C 3.1380 1.3422 -3.6054  P6 1.853, C8 1.534, H25 1.098, H26 1.097
8 C 2.7724 2.8299 -3.5237  C7 1.534, C9 1.554, H27 1.096, H28 1.096
9 C 2.1123 3.3499 -4.8315  C8 1.554, C10 1.536, H29 1.097, H30 1.099
10 C 1.3313 2.2754 -5.6028  C9 1.536, C11 1.548, H31 1.098, H32 1.096
11 C 0.1253 1.7971 -4.7586  C10 1.548, C12 1.552, H33 1.098, H34 1.095
12 C -0.4572 0.4650 -5.3009  C11 1.552, C13 1.543, H35 1.101, H36 1.096
13 C -1.1815 -0.3381 -4.2009  C12 1.543, S14 1.834, H37 1.093, H38 1.096
14 S -2.5623 0.6668 -3.5330  C13 1.834, C15 1.749
15 C -2.1249 1.0355 -1.8806  S14 1.749, N16 1.288, O19 1.333
16 N -1.2772 0.4683 -1.0942  C15 1.288, N17 1.352
17 N -1.2702 1.1218 0.0895  N16 1.352, C18 1.315
18 C -2.1324 2.1109 0.0068  N17 1.315, O19 1.346, H39 1.077
19 O -2.6856 2.0471 -1.2186  C15 1.333, C18 1.346
20 H 3.7036 -3.8554 -3.7667  O3 0.967
21 H 2.8846 -1.2916 -5.1903  O4 0.967
22 H 2.2693 -0.8361 -1.2290  C5 1.090
23 H 3.8972 -1.5277 -1.0885  C5 1.093
24 H 3.6295 1.4670 -0.9962  P6 1.422
25 H 2.2707 0.6967 -3.7971  C7 1.098
26 H 3.7978 1.1941 -4.4692  C7 1.097
27 H 3.6866 3.3966 -3.3140  C8 1.096
28 H 2.0696 2.9751 -2.6950  C8 1.096
29 H 2.8698 3.8622 -5.4374  C9 1.097
30 H 1.3980 4.1315 -4.5361  C9 1.099
31 H 0.9808 2.7186 -6.5445  C10 1.098
32 H 1.9311 1.3988 -5.8714  C10 1.096
33 H 0.4177 1.6194 -3.7154  C11 1.098
34 H -0.6509 2.5701 -4.7499  C11 1.095
35 H -1.2118 0.6943 -6.0688  C12 1.101
36 H 0.3225 -0.1233 -5.7987  C12 1.096
37 H -1.6347 -1.2552 -4.5865  C13 1.093
38 H -0.5041 -0.6524 -3.3981  C13 1.096
39 H -2.3747 2.8478 0.7532  C18 1.077
40 C 2.9477 -5.0523 1.4419  O41 1.426, H48 1.090, H49 1.088, H50 1.090
41 O 1.6087 -4.8259 1.8772  C40 1.426, P42 1.659
42 P 1.1851 -3.2492 2.1732  O41 1.659, O43 1.489, O44 1.628, O46 1.664
43 O 1.8282 -2.5578 1.0216  P42 1.489
44 O 2.0861 -3.1625 3.5258  P42 1.628, C45 1.432
45 C 1.7912 -4.0766 4.5880  O44 1.432, H51 1.091, H52 1.092, H53 1.089
46 O 0.2152 -2.0161 2.7292  P42 1.664, C47 1.446
47 C -0.9501 -1.6944 1.9358  O46 1.446, H54 1.090, H55 1.088, H56 1.087
48 H 3.1792 -6.0978 1.6468  C40 1.090
49 H 3.0257 -4.8795 0.3707  C40 1.088
50 H 3.6548 -4.4193 1.9782  C40 1.090
51 H 2.5629 -4.8466 4.6208  C45 1.091
52 H 0.8202 -4.5583 4.4592  C45 1.092
53 H 1.7933 -3.5300 5.5293  C45 1.089
54 H -1.5493 -2.5888 1.7662  C47 1.090
55 H -0.6603 -1.2601 0.9807  C47 1.088
56 H -1.5471 -0.9704 2.4841  C47 1.087
57 C -5.6070 1.4413 3.5381  O58 1.424, H65 1.090, H66 1.088, H67 1.090
58 O -4.8704 0.8763 4.6183  C57 1.424, P59 1.663
59 P -4.1594 1.9522 5.6680  O58 1.663, O60 1.491, O61 1.626, O63 1.669
60 O -5.2458 2.9619 5.8207  P59 1.491
61 O -3.0346 2.4062 4.5854  P59 1.626, C62 1.434
62 C -2.1565 1.3984 4.0671  O61 1.434, H68 1.091, H69 1.092, H70 1.088
63 O -3.1610 2.4345 6.9158  P59 1.669, C64 1.439
64 C -3.6189 2.1425 8.2479  O63 1.439, H71 1.089, H72 1.090, H73 1.088
65 H -5.6860 0.6746 2.7668  C57 1.090
66 H -6.6077 1.7104 3.8700  C57 1.088
67 H -5.1028 2.3137 3.1234  C57 1.090
68 H -2.4456 1.1537 3.0436  C62 1.091
69 H -2.1978 0.4883 4.6689  C62 1.092
70 H -1.1375 1.7802 4.0629  C62 1.088
71 H -3.8505 1.0835 8.3552  C64 1.089
72 H -4.4996 2.7399 8.4838  C64 1.090
73 H -2.8198 2.3980 8.9400  C64 1.088

---

Entry 2:
Density functional theory data (ωB97M-V/def2-TZVPD) for 4 unconnected molecules or ions with the total composition C16H38N2O8S2 at a distorted geometry.

As for the electronic energy: -2139.7619 Eh. The net charge is +1. Its LUMO energy (spin up / spin down) is -2.700 / -7.649 eV. The HOMO energy (spin up / spin down) is -0.397 / -0.397 Eh. The spin multiplicity is 2.

Bonds (Å) are listed after each position.
Element x y z (Å)
1 C 4.7258 -2.4402 0.2419  C2 1.518, H8 1.090, H9 1.090, H10 1.090
2 C 4.0002 -3.6531 0.7947  C1 1.518, N3 1.449, H11 1.090, H12 1.090
3 N 2.8990 -3.2498 1.6455  C2 1.449, C4 1.486, C6 1.498
4 C 3.3563 -2.7269 2.9592  N3 1.486, C5 1.506, H13 1.090, H14 1.090
5 C 2.3591 -1.7613 3.5431  C4 1.506, H15 1.090, H16 1.090, H17 1.090
6 C 1.8155 -4.2726 1.8041  N3 1.498, C7 1.494, H18 1.090, H19 1.090
7 C 1.1790 -4.3770 0.4570  C6 1.494, H20 1.090, H21 1.090, H22 1.090
8 H 4.0743 -1.9975 -0.5116  C1 1.090
9 H 5.6959 -2.7291 -0.1624  C1 1.090
10 H 4.8834 -1.7045 1.0306  C1 1.090
11 H 3.6262 -4.3319 0.0282  C2 1.090
12 H 4.5958 -4.2560 1.4801  C2 1.090
13 H 3.5623 -3.6244 3.5424  C4 1.090
14 H 4.3266 -2.2309 2.9871  C4 1.090
15 H 1.3803 -2.2407 3.5330  C5 1.090
16 H 2.5670 -1.5902 4.5993  C5 1.090
17 H 2.3645 -0.8720 2.9129  C5 1.090
18 H 0.9490 -4.0126 2.4120  C6 1.090
19 H 2.2087 -5.2476 2.0921  C6 1.090
20 H 1.3790 -5.3809 0.0826  C7 1.090
21 H 1.5689 -3.6977 -0.3011  C7 1.090
22 H 0.0971 -4.3132 0.3401  C7 1.090
23 C 1.2065 0.2926 -3.1796  C24 1.470, H30 1.090, H31 1.090, H32 1.090
24 C 0.0422 -0.5791 -3.3933  C23 1.470, N25 1.452, H33 1.090, H34 1.090
25 N -1.1998 0.1390 -3.1666  C24 1.452, C26 1.451, C28 1.481
26 C -2.3325 -0.7561 -3.0223  N25 1.451, C27 1.580, H35 1.090, H36 1.090
27 C -2.8299 -1.4475 -4.3528  C26 1.580, H37 1.090, H38 1.090, H39 1.090
28 C -1.4084 1.1828 -4.1958  N25 1.481, C29 1.552, H40 1.090, H41 1.090
29 C -2.5393 2.1239 -3.7013  C28 1.552, H42 1.090, H43 1.090, H44 1.090
30 H 1.0837 0.8947 -2.2793  C23 1.090
31 H 1.3687 1.0606 -3.9359  C23 1.090
32 H 2.1710 -0.2142 -3.1497  C23 1.090
33 H -0.0285 -1.0074 -4.3931  C24 1.090
34 H 0.0981 -1.3934 -2.6708  C24 1.090
35 H -2.2205 -1.5700 -2.3060  C26 1.090
36 H -3.1624 -0.1349 -2.6854  C26 1.090
37 H -3.5399 -0.9408 -5.0065  C27 1.090
38 H -1.9447 -1.8719 -4.8264  C27 1.090
39 H -3.4131 -2.2835 -3.9668  C27 1.090
40 H -1.5856 0.7987 -5.2004  C28 1.090
41 H -0.5477 1.8274 -4.3740  C28 1.090
42 H -3.5078 1.7040 -3.9726  C29 1.090
43 H -2.5639 3.0962 -4.1935  C29 1.090
44 H -2.5709 2.4208 -2.6530  C29 1.090
45 C -2.1936 5.3005 2.6224  C46 1.498, O51 1.443, H52 1.090, H53 1.090
46 C -2.8064 6.4552 1.8914  C45 1.498, O47 1.346, H54 1.090, H55 1.090
47 O -2.8899 7.3485 2.8944  C46 1.346, S48 1.697
48 S -3.4143 6.7026 4.3735  O47 1.697, O49 1.441, O50 1.460, O51 1.650
49 O -4.8544 6.6676 4.3901  S48 1.441
50 O -2.7160 7.3264 5.4942  S48 1.460
51 O -2.7485 5.2528 3.9535  C45 1.443, S48 1.650
52 H -1.1138 5.4087 2.7237  C45 1.090
53 H -2.3616 4.3513 2.1135  C45 1.090
54 H -3.7486 6.0902 1.4827  C46 1.090
55 H -2.1898 6.9091 1.1156  C46 1.090
56 C 0.6794 -0.6606 0.9285  C57 1.543, O62 1.419, H63 1.090, H64 1.090
57 C -0.6206 -0.5881 0.0999  C56 1.543, O58 1.434, H65 1.090, H66 1.090
58 O -1.5542 0.1073 0.9368  C57 1.434, S59 1.655
59 S -0.8190 0.9699 2.1430  O58 1.655, O60 1.497, O61 1.450, O62 1.616
60 O -1.2914 0.5281 3.4928  S59 1.497
61 O -0.9869 2.3878 1.8922  S59 1.450
62 O 0.6754 0.4544 1.8064  C56 1.419, S59 1.616
63 H 1.6109 -0.7029 0.3640  C56 1.090
64 H 0.6064 -1.5760 1.5157  C56 1.090
65 H -1.0415 -1.4615 -0.3981  C57 1.090
66 H -0.4107 0.0971 -0.7214  C57 1.090